1.
C2F5IO2S | ωB97M-V with the def2-TZVPD basis set

Results
Energy relative to the best compared isomer or geometry (same formula, charge and spin) = 108.9 kJ/mol
Multiplicity = 1
Gap between HOMO and LUMO (alpha / beta) = 7.48 / 7.48 eV

Positions of all 11 atoms, in Å:
C: 0.472307 1.370422 -0.891836
C: -0.441271 0.759554 0.196608
O: 0.781949 -3.049947 -0.132842
O: -0.346309 -0.639862 0.179383
F: 1.781628 1.330532 -0.596729
F: 0.413053 0.690664 -2.089596
F: 0.180580 2.681949 -1.192791
F: -0.068194 1.244679 1.382152
F: -1.711868 1.229509 0.001004
S: -0.494549 -2.841944 0.385778
I: -0.567327 -2.775557 2.758870

Cartesian forces (eV/Å) of the 2 atoms listed first:
1.35 0.60 -2.86
-1.03 -3.51 0.16

***

2.
C2F5NO4S2Tm | ωB97M-V with the def2-TZVPD basis set

Results
Energy relative to the best compared isomer or geometry (same formula, charge and spin) = 574.3 kJ/mol
Multiplicity = 3
Gap between HOMO and LUMO (alpha / beta) = 4.79 / 3.44 eV
Total charge = +1
⟨S²⟩ = 2.0102

Positions of all 15 atoms, in Å:
Tm: 0.553782 3.270163 0.443051
N: -0.324831 -0.226978 -0.098150
S: 1.247198 0.035162 -0.716936
O: 1.199728 -0.475585 -2.082412
O: 1.482862 1.518075 -0.549790
C: 2.661034 -0.765969 0.223947
F: 2.292446 -0.663301 1.542761
F: 2.531911 -2.106062 -0.041758
S: -1.203560 0.998875 0.542705
O: -0.393444 1.534877 1.709536
O: -1.318092 2.190162 -0.388404
C: -1.989920 -1.047097 -0.062097
F: -1.691409 -1.633829 1.111719
F: -2.580863 -2.195091 -0.477160
F: -2.466838 -0.433400 -1.157013

Cartesian forces (eV/Å) of the 2 atoms listed first:
-1.34 -4.28 -0.60
-1.97 1.34 0.62

***

3.
C2F6N7 | ωB97M-V with the def2-TZVPD basis set

Results
Energy relative to the best compared isomer or geometry (same formula, charge and spin) = 306.1 kJ/mol
Multiplicity = 1
Gap between HOMO and LUMO (alpha / beta) = 6.11 / 6.88 eV
Total charge = -1

Positions of all 15 atoms, in Å:
C: -1.736843 0.539416 0.291706
C: 1.127485 -0.092289 -0.017328
N: -3.676641 0.384661 0.618051
N: -2.555570 0.760549 1.257041
N: -2.159478 0.059195 -0.912728
N: -3.389389 -0.015015 -0.608428
N: 1.410813 -1.228139 0.955072
N: 0.507909 0.907052 0.602172
N: 1.476228 0.055149 -1.300049
F: 2.161980 -2.232300 0.397195
F: 0.196485 -1.909453 1.197005
F: 0.226390 1.916635 -0.310695
F: 2.071127 1.801351 1.311133
F: 3.016195 0.235634 -1.553234
F: 1.323311 -1.182446 -1.926911

Cartesian forces (eV/Å) of the 2 atoms listed first:
-0.80 -0.63 -0.18
-0.22 -1.55 1.77

***

4.
C2FLiO2Rh | ωB97M-V with the def2-TZVPD basis set

Results
Energy relative to the best compared isomer or geometry (same formula, charge and spin) = 67.4 kJ/mol
Multiplicity = 5
Gap between HOMO and LUMO (alpha / beta) = 8.49 / 6.99 eV
Total charge = +1
⟨S²⟩ = 6.0158

Positions of all 7 atoms, in Å:
Li: -1.794283 0.799374 -1.112634
O: -1.038639 1.378300 0.428175
C: -0.010230 0.551476 0.654128
C: 0.371807 -0.431426 -0.205695
O: 1.372537 -1.271176 -0.071718
F: -0.434248 -0.668171 -1.377836
Rh: 1.533055 -0.358377 1.685582

Cartesian forces (eV/Å) of the 2 atoms listed first:
-0.23 0.00 -0.30
3.78 -2.96 1.12

***

5.
C2H10B2NO3S | ωB97M-V with the def2-TZVPD basis set

Results
Multiplicity = 1
Gap between HOMO and LUMO = 9.54 eV
Total charge = +1

Positions of all 19 atoms, in Å:
C: 2.308409 1.500421 0.273942
C: 2.160627 0.075251 -0.586536
O: 1.493421 -0.900477 0.286295
B: 0.318513 -1.524021 -0.350610
O: 0.242397 -3.025374 -0.254847
S: -1.094945 -0.606672 -1.212404
B: -2.511353 -0.227488 -0.024549
N: -2.334656 -0.093566 1.494910
O: -3.886609 -0.013398 -0.590547
H: 2.222498 1.306411 1.446247
H: 3.363634 2.004302 0.062444
H: 1.506807 2.305685 -0.054635
H: 3.263348 -0.302037 -0.838788
H: 1.621495 0.292282 -1.601619
H: -0.189084 -3.262971 0.640559
H: -0.540144 0.678369 -1.504808
H: -1.306565 -0.114112 1.756930
H: -2.607869 0.915688 1.689093
H: -4.029923 0.991708 -0.631077

Cartesian forces (eV/Å) of the 2 atoms listed first:
0.33 0.30 -0.19
1.88 2.41 0.54

***

6.
C2H10BrMnO3 | ωB97M-V with the def2-TZVPD basis set

Results
Multiplicity = 7
Gap between HOMO and LUMO (alpha / beta) = 6.11 / 2.82 eV
Total charge = +2
⟨S²⟩ = 12.0120

Positions of all 17 atoms, in Å:
Mn: 17.546290 -12.157270 -12.331650
Br: 18.302150 -12.185590 -9.928740
C: 20.950250 -15.146440 -8.211670
O: 21.003790 -14.026210 -9.082800
H: 21.956160 -15.507630 -7.997730
H: 20.619120 -14.882640 -7.207250
H: 20.415300 -16.050910 -8.501250
H: 20.166730 -13.556190 -9.078430
C: 20.484040 -8.923260 -8.219200
O: 20.225580 -9.386630 -9.571460
H: 19.564850 -8.462640 -7.857240
H: 20.589450 -9.799150 -7.579030
H: 21.403780 -8.342970 -8.145420
H: 19.530930 -10.043550 -9.484680
O: 15.117310 -11.307330 -8.849490
H: 14.715300 -12.090880 -9.224560
H: 16.006960 -11.578780 -8.623530

Cartesian forces (eV/Å) of the 2 atoms listed first:
0.41 -0.01 1.63
-0.60 0.07 -1.87

***

7.
C2H10ClMgO3 | ωB97M-V with the def2-TZVPD basis set

Results
Energy relative to the best compared isomer or geometry (same formula, charge and spin) = 0.0 kJ/mol
Multiplicity = 1
Gap between HOMO and LUMO = 3.78 eV
Total charge = +1

Positions of all 17 atoms, in Å:
Mg: 3.691906 -1.498877 -0.816061
Cl: 1.428006 -1.493183 0.180364
O: 1.127211 -4.196990 2.750450
H: 0.861746 -3.438906 2.229814
H: 0.351583 -4.757542 2.770961
O: -1.112730 -0.419674 2.025496
H: -0.206152 -0.592623 1.771693
H: -1.178263 -0.749911 2.921538
C: -1.095761 2.602175 -0.992550
C: -0.104311 1.637895 -1.711459
O: -0.816017 0.822928 -2.590411
H: -1.670179 2.062767 -0.239427
H: -1.697369 3.271288 -1.607731
H: -0.429539 3.361911 -0.583830
H: 0.292999 1.042886 -0.889134
H: 0.753411 2.110334 -2.190218
H: -0.196541 0.235523 -3.029495

Cartesian forces (eV/Å) of the 2 atoms listed first:
-2.58 -0.04 1.23
2.64 -0.07 -1.27

***

8.
C2H10InO4 | ωB97M-V with the def2-TZVPD basis set

Results
Energy relative to the best compared isomer or geometry (same formula, charge and spin) = 156.6 kJ/mol
Multiplicity = 1
Gap between HOMO and LUMO = 4.54 eV
Total charge = +3

Positions of all 17 atoms, in Å:
In: -21.823400 9.867444 -28.107128
O: -19.345452 8.544681 -28.816846
H: -19.134332 7.607956 -28.992955
H: -18.554190 9.039996 -29.105177
O: -24.369272 8.595295 -28.619170
H: -24.814609 8.068904 -29.310033
H: -24.958580 8.555165 -27.852481
C: -22.129109 8.438460 -24.729797
C: -20.753891 8.006679 -25.215766
O: -20.269209 9.067657 -25.993710
O: -22.954211 8.349891 -25.837530
H: -22.110189 9.464954 -24.321718
H: -22.457114 7.829755 -23.883072
H: -20.863801 7.130971 -25.888562
H: -20.036078 7.647348 -24.443393
H: -19.324921 9.066503 -26.273695
H: -23.707121 7.737462 -25.704519

Cartesian forces (eV/Å) of the 2 atoms listed first:
0.09 -1.92 0.32
-0.22 0.43 0.73

***

9.
C2H10N2 | ωB97M-V with the def2-TZVPD basis set

Results
SMILES = CN.CN
Energy relative to the best compared isomer or geometry (same formula, charge and spin) = 70.6 kJ/mol
Multiplicity = 1
Gap between HOMO and LUMO = 9.74 eV

Positions of all 14 atoms, in Å:
C: 2.263915 0.532155 2.041691
N: 1.999710 -0.641718 1.236559
H: 2.328502 1.408575 1.396720
H: 3.216036 0.424894 2.561761
H: 1.511132 0.721770 2.803129
H: 2.296787 -1.504290 1.655768
H: 1.032727 -0.659166 0.958663
C: -1.995535 -0.483638 -2.200071
N: -2.163222 0.555434 -1.214880
H: -2.295984 -0.182869 -3.213145
H: -2.645980 -1.325534 -1.957107
H: -0.971125 -0.869016 -2.170051
H: -1.530173 1.325465 -1.143139
H: -3.046791 0.697943 -0.755903

Cartesian forces (eV/Å) of the 2 atoms listed first:
0.25 0.02 0.15
0.18 0.29 -0.48

***

10.
C2H10N2O | ωB97M-V with the def2-TZVPD basis set

Results
SMILES = CNCN.O
Energy relative to the best compared isomer or geometry (same formula, charge and spin) = 188.2 kJ/mol
Multiplicity = 1
Gap between HOMO and LUMO = 8.98 eV

Positions of all 15 atoms, in Å:
C: -0.740549 -0.326783 2.189159
N: -0.840264 -0.025483 0.752311
C: -1.654873 1.176534 0.466950
N: -0.799057 2.321369 0.352979
H: 0.231638 -0.816284 2.427462
H: -0.887544 0.474796 2.966609
H: -1.624754 -1.006835 2.260990
H: 0.094669 0.047146 0.255294
H: -2.592133 1.216496 1.255381
H: -2.166364 0.999482 -0.611913
H: -0.331695 2.589689 1.234777
H: -0.001339 2.208229 -0.251723
O: 3.394360 -2.793405 -3.316484
H: 2.434750 -2.776358 -3.031728
H: 3.535684 -1.758837 -3.646964

Cartesian forces (eV/Å) of the 2 atoms listed first:
-0.62 -0.93 0.00
0.87 0.52 -0.40